Below is C33H38F3N3O5SZr as an isolated structure, with properties calculated with ωB97M-V/def2-TZVPD.

E_HOMO (eV): -13.87
LUMO energy (eV): -6.180
Net charge: +2
HOMO-LUMO gap (eV): 7.686

Last column: Mulliken charge in e.
CARTESIAN COORDINATES (ANGSTROEM)
Zr (-0.393, 1.382, -0.468)  -1.22
C (-2.361, 1.960, -1.983)  0.78
C (-1.804, 3.198, -1.553)  1.25
C (-1.974, 3.291, -0.147)  0.20
C (-2.676, 2.135, 0.288)  1.12
C (-2.934, 1.327, -0.846)  0.73
C (-3.838, 0.139, -0.882)  -1.61
C (-3.203, 1.906, 1.671)  -1.88
C (-1.684, 4.517, 0.662)  -1.72
C (-1.387, 4.367, -2.393)  -1.58
C (-2.505, 1.474, -3.395)  -1.93
H (-4.871, 0.486, -0.962)  0.38
H (-3.763, -0.468, 0.020)  0.34
H (-3.642, -0.497, -1.743)  0.42
H (-4.143, 2.447, 1.805)  0.39
H (-2.518, 2.277, 2.434)  0.27
H (-3.405, 0.851, 1.849)  0.31
H (-2.487, 5.242, 0.511)  0.36
H (-0.752, 4.994, 0.360)  0.34
H (-1.639, 4.308, 1.729)  0.37
H (-0.440, 4.803, -2.067)  0.34
H (-2.141, 5.151, -2.292)  0.35
H (-1.324, 4.122, -3.451)  0.46
H (-3.546, 1.547, -3.713)  0.42
H (-2.209, 0.428, -3.504)  0.29
H (-1.908, 2.064, -4.088)  0.36
O (3.980, -6.151, 2.478)  -0.46
C (4.404, -5.656, 1.295)  0.54
O (5.338, -6.134, 0.728)  -0.50
C (3.641, -4.487, 0.734)  0.41
C (2.292, -4.264, 0.992)  -1.14
C (1.625, -3.205, 0.396)  0.28
C (2.302, -2.372, -0.488)  -0.23
C (3.657, -2.585, -0.738)  -0.42
C (4.317, -3.641, -0.135)  -1.03
N (1.638, -1.289, -1.123)  0.44
C (1.706, -1.244, -2.383)  -0.47
C (1.321, -0.053, -3.167)  0.61
C (1.734, -0.040, -4.489)  -1.06
C (1.665, 1.128, -5.233)  -0.68
C (1.214, 2.270, -4.603)  -1.09
C (0.774, 2.172, -3.295)  -0.50
N (0.767, 1.038, -2.581)  0.55
H (3.336, -5.564, 2.888)  0.30
H (1.738, -4.953, 1.621)  0.58
H (0.567, -3.059, 0.560)  0.11
H (4.193, -1.909, -1.392)  0.61
H (5.362, -3.833, -0.342)  0.48
H (2.158, -2.051, -2.966)  0.57
H (2.151, -0.942, -4.916)  0.52
H (1.995, 1.148, -6.263)  0.47
H (1.194, 3.228, -5.102)  0.52
H (0.425, 3.054, -2.789)  0.81
F (2.156, 2.578, 3.120)  -0.23
C (1.431, 3.093, 2.143)  0.72
F (1.362, 4.396, 2.259)  -0.23
F (0.167, 2.572, 2.244)  -0.15
S (2.039, 2.571, 0.487)  1.21
O (0.992, 3.181, -0.379)  -0.48
O (3.381, 2.971, 0.337)  -0.63
O (1.696, 1.132, 0.479)  -0.60
C (-0.005, -2.459, 4.288)  -0.76
N (0.036, -1.016, 3.914)  0.10
C (1.289, -0.685, 3.176)  -0.58
C (-1.216, -0.539, 3.188)  -1.75
C (-1.396, -1.148, 1.823)  2.13
C (-1.975, -2.414, 1.708)  -0.79
C (-2.120, -3.029, 0.471)  -1.43
C (-1.684, -2.377, -0.672)  -1.35
C (-1.152, -1.103, -0.538)  -0.32
C (-1.010, -0.446, 0.677)  2.69
H (0.856, -2.677, 4.916)  0.34
H (0.040, -3.054, 3.380)  0.34
H (-0.923, -2.665, 4.833)  0.35
H (0.052, -0.486, 4.786)  0.38
H (1.262, -1.160, 2.199)  0.31
H (2.137, -1.051, 3.749)  0.48
H (1.355, 0.391, 3.061)  -0.07
H (-1.114, 0.541, 3.117)  0.09
H (-2.048, -0.775, 3.852)  0.53
H (-2.342, -2.925, 2.591)  0.62
H (-2.574, -4.009, 0.402)  0.47
H (-1.777, -2.847, -1.642)  0.59
H (-0.865, -0.614, -1.492)  0.24

---

Below is C41H42IrN7O2S3 as an isolated structure in a non-equilibrium geometry, with properties calculated with ωB97M-V/def2-TZVPD.

E_HOMO (spin up / spin down) (eV): -15.09 / -15.09
Spin multiplicity: 2
LUMO energy (spin up / spin down) (eV): -9.215 / -9.487
Net charge: +3
HOMO-LUMO gap (spin up / spin down) (eV): 5.870 / 5.599

Last column: Mulliken spin population.
CARTESIAN COORDINATES (ANGSTROEM)
Ir (0.158, -2.236, -0.308)  0.00
C (0.777, -5.128, -3.484)  0.00
C (0.784, -4.283, -2.261)  0.00
N (-0.239, -3.636, -1.790)  0.00
N (-1.511, -3.795, -2.248)  0.00
C (-2.479, -4.007, -1.313)  0.00
N (-3.728, -4.214, -1.727)  0.00
S (-2.059, -4.031, 0.313)  0.00
C (1.974, -4.166, -1.427)  0.00
C (3.192, -4.784, -1.715)  0.00
C (4.229, -4.706, -0.801)  0.00
C (4.019, -4.042, 0.401)  0.00
C (2.791, -3.439, 0.619)  0.00
N (1.801, -3.475, -0.270)  0.00
H (-0.224, -5.309, -3.863)  0.00
H (1.236, -6.094, -3.286)  0.00
H (1.359, -4.643, -4.272)  0.00
H (-1.706, -3.868, -3.244)  0.00
H (-3.983, -4.239, -2.703)  0.00
H (-4.436, -4.466, -1.055)  0.00
H (3.326, -5.308, -2.646)  0.00
H (5.176, -5.175, -1.009)  0.00
H (4.793, -3.969, 1.150)  0.00
H (2.587, -2.907, 1.539)  0.00
S (0.493, -0.621, 1.507)  0.00
C (1.902, 0.379, 1.303)  0.00
N (2.167, 1.292, 2.279)  0.00
C (3.496, 1.852, 2.361)  0.00
C (4.054, 2.082, 0.950)  0.00
N (3.988, 0.852, 0.202)  0.00
C (5.160, 0.310, -0.450)  0.00
C (5.607, 1.137, -1.631)  0.00
C (6.800, 1.852, -1.569)  0.00
C (7.241, 2.568, -2.666)  0.00
C (6.475, 2.595, -3.827)  0.00
C (5.297, 1.860, -3.906)  0.00
C (4.856, 1.149, -2.807)  0.00
C (2.809, 0.169, 0.251)  0.00
S (2.431, -0.831, -1.098)  0.01
C (1.148, 1.897, 3.105)  0.00
C (0.775, 3.266, 2.569)  0.00
C (0.688, 4.366, 3.416)  0.00
C (0.402, 5.622, 2.904)  0.00
C (0.223, 5.792, 1.537)  0.00
C (0.281, 4.694, 0.691)  0.00
C (0.550, 3.438, 1.204)  0.00
H (4.145, 1.156, 2.908)  0.00
H (3.452, 2.801, 2.899)  0.00
H (5.081, 2.440, 0.994)  0.00
H (3.432, 2.843, 0.461)  0.00
H (4.919, -0.707, -0.780)  0.00
H (5.973, 0.261, 0.282)  0.00
H (7.395, 1.827, -0.669)  0.00
H (8.177, 3.104, -2.615)  0.00
H (6.788, 3.199, -4.664)  0.00
H (4.725, 1.852, -4.822)  0.00
H (3.936, 0.583, -2.861)  0.00
H (1.544, 1.992, 4.119)  0.00
H (0.271, 1.245, 3.127)  0.00
H (0.827, 4.246, 4.480)  0.00
H (0.325, 6.471, 3.566)  0.00
H (0.043, 6.775, 1.132)  0.00
H (0.135, 4.821, -0.371)  0.00
H (0.586, 2.587, 0.537)  0.00
C (-7.114, -2.076, 3.403)  0.00
C (-6.762, -1.146, 2.293)  -0.04
C (-7.780, -0.451, 1.638)  0.22
C (-7.502, 0.438, 0.597)  -0.04
C (-6.206, 0.651, 0.211)  0.15
C (-5.146, -0.015, 0.877)  0.11
N (-3.859, 0.170, 0.474)  0.33
C (-3.353, 1.212, -0.255)  0.00
C (-3.906, 2.500, -0.163)  0.14
C (-3.422, 3.531, -0.938)  -0.05
C (-2.377, 3.312, -1.827)  0.10
C (-1.770, 2.067, -1.882)  -0.03
C (-2.219, 1.020, -1.088)  0.04
C (-1.439, -0.233, -1.080)  0.00
O (-0.437, -0.393, -1.802)  0.01
O (-1.725, -1.154, -0.242)  -0.01
C (-5.430, -0.934, 1.929)  0.14
C (-4.347, -1.618, 2.694)  -0.01
H (-8.189, -2.207, 3.472)  0.00
H (-6.756, -1.688, 4.356)  0.00
H (-6.650, -3.050, 3.263)  0.00
H (-8.806, -0.612, 1.933)  0.00
H (-8.310, 0.932, 0.080)  0.00
H (-5.984, 1.271, -0.644)  0.00
H (-3.188, -0.597, 0.616)  -0.08
H (-4.696, 2.689, 0.548)  0.00
H (-3.861, 4.512, -0.850)  0.00
H (-2.021, 4.115, -2.450)  0.00
H (-0.937, 1.888, -2.545)  0.00
H (-3.345, -1.310, 2.415)  0.00
H (-4.420, -2.699, 2.566)  0.01
H (-4.474, -1.423, 3.759)  0.01

---

Below is C5H6O2 as an isolated structure, with properties calculated with ωB97M-V/def2-TZVPD.

E_HOMO (eV): -9.79
LUMO energy (eV): 0.835
Net charge: 0
HOMO-LUMO gap (eV): 10.621

Last column: Mulliken charge in e.
CARTESIAN COORDINATES (ANGSTROEM)
O (2.095, 1.508, -1.408)  -0.47
C (1.755, 0.941, -0.397)  -0.13
C (0.823, -0.250, -0.415)  0.27
O (0.674, -0.895, 0.860)  -0.44
C (-0.733, -1.002, 0.643)  -0.06
C (-1.388, 0.328, 0.670)  -0.65
C (-0.689, -0.130, -0.588)  -0.36
H (2.144, 1.232, 0.601)  0.34
H (1.210, -0.960, -1.158)  0.31
H (-1.199, -1.960, 0.849)  0.38
H (-2.471, 0.277, 0.572)  0.25
H (-1.024, 1.127, 1.310)  0.21
H (-1.198, -0.216, -1.540)  0.33

---

Below is C40H42F3MoN2P2Si2 as an isolated structure in a non-equilibrium geometry, with properties calculated with ωB97M-V/def2-TZVPD.

E_HOMO (spin up / spin down) (eV): -10.02 / -11.00
Spin multiplicity: 3
LUMO energy (spin up / spin down) (eV): -2.888 / -2.964
Net charge: +1
HOMO-LUMO gap (spin up / spin down) (eV): 7.130 / 8.036

Last column: Mulliken spin population.
CARTESIAN COORDINATES (ANGSTROEM)
Mo (-0.232, -0.225, -0.308)  1.97
C (-2.710, 2.133, 2.380)  0.01
Si (-1.000, 2.350, 1.654)  -0.05
C (0.078, 3.420, 2.743)  0.00
C (-1.126, 3.038, -0.089)  0.05
N (-0.279, 0.750, 1.493)  -0.03
P (1.066, -0.036, 2.000)  -0.04
C (1.078, -1.282, 0.812)  0.05
P (0.005, -2.614, 0.745)  0.01
N (-1.191, -1.904, -0.165)  -0.05
Si (-2.583, -2.368, -1.164)  -0.02
C (-3.629, -3.620, -0.253)  0.00
C (-3.513, -0.770, -1.429)  0.03
C (-1.939, -3.105, -2.751)  0.00
C (0.649, -4.033, -0.126)  0.01
C (1.728, -3.862, -0.990)  -0.01
C (2.149, -4.923, -1.777)  0.00
C (1.496, -6.146, -1.701)  0.00
C (0.424, -6.319, -0.833)  0.00
C (-0.002, -5.264, -0.043)  0.00
C (-0.673, -3.149, 2.315)  0.00
C (0.049, -4.011, 3.137)  0.01
C (-0.439, -4.338, 4.391)  0.00
C (-1.650, -3.815, 4.824)  0.00
C (-2.371, -2.954, 4.009)  0.00
C (-1.880, -2.612, 2.759)  0.00
C (2.436, 1.109, 1.757)  -0.01
C (3.365, 1.444, 2.733)  0.00
C (4.339, 2.397, 2.460)  0.00
C (4.386, 3.015, 1.221)  0.00
C (3.453, 2.689, 0.241)  0.01
C (2.481, 1.745, 0.513)  0.03
C (1.065, -0.526, 3.720)  -0.01
C (2.130, -1.278, 4.218)  0.00
C (2.147, -1.648, 5.551)  0.00
C (1.100, -1.280, 6.388)  0.00
C (0.032, -0.550, 5.890)  0.00
C (0.011, -0.174, 4.553)  0.00
H (-3.240, 3.085, 2.436)  0.00
H (-3.310, 1.457, 1.765)  0.00
H (-2.674, 1.718, 3.389)  0.00
H (-0.457, 4.335, 3.010)  0.00
H (0.342, 2.916, 3.676)  0.00
H (1.006, 3.708, 2.246)  0.00
H (-1.863, 3.843, -0.136)  0.00
H (-0.171, 3.442, -0.433)  0.00
H (-1.450, 2.299, -0.834)  -0.02
H (-3.975, -3.288, 0.726)  0.00
H (-4.515, -3.827, -0.860)  0.00
H (-3.104, -4.569, -0.127)  0.00
H (-3.998, -0.431, -0.511)  0.00
H (-2.878, 0.045, -1.796)  -0.01
H (-4.289, -0.907, -2.185)  0.00
H (-1.282, -3.952, -2.535)  0.00
H (-2.760, -3.470, -3.373)  0.00
H (-1.371, -2.377, -3.334)  0.00
H (2.229, -2.903, -1.035)  0.01
H (2.991, -4.797, -2.444)  0.00
H (1.829, -6.973, -2.315)  0.00
H (-0.074, -7.277, -0.770)  0.00
H (-0.831, -5.402, 0.641)  0.00
H (0.989, -4.434, 2.799)  0.00
H (0.123, -5.008, 5.028)  0.00
H (-2.033, -4.083, 5.801)  0.00
H (-3.316, -2.546, 4.345)  0.00
H (-2.433, -1.926, 2.130)  0.00
H (3.330, 0.985, 3.712)  0.00
H (5.059, 2.658, 3.224)  0.00
H (5.147, 3.757, 1.019)  0.00
H (3.481, 3.176, -0.724)  0.00
H (1.733, 1.523, -0.250)  -0.03
H (2.948, -1.572, 3.568)  0.00
H (2.978, -2.223, 5.938)  0.00
H (1.117, -1.568, 7.431)  0.00
H (-0.788, -0.271, 6.538)  0.00
H (-0.829, 0.387, 4.164)  0.00
F (2.280, -2.400, -9.105)  0.00
C (2.061, -1.101, -8.849)  0.00
F (3.160, -0.423, -9.228)  0.00
F (1.056, -0.698, -9.651)  0.00
C (1.734, -0.850, -7.402)  0.01
C (1.478, -1.904, -6.540)  -0.01
C (1.149, -1.647, -5.220)  0.02
C (1.070, -0.330, -4.766)  0.00
C (1.332, 0.727, -5.643)  0.01
C (1.667, 0.464, -6.956)  -0.01
C (0.698, -0.067, -3.411)  0.09
C (0.379, 0.151, -2.255)  -0.07
H (1.534, -2.922, -6.900)  0.00
H (0.944, -2.462, -4.537)  0.00
H (1.264, 1.745, -5.285)  0.00
H (1.870, 1.279, -7.639)  0.00